Entry 1:
The following is a quantum chemistry calculation of C3H8Cl4NO3Sn as an isolated structure at a distorted geometry, from the OMol25 dataset.

Last column: Mulliken charge in e.
Cartesian coordinates (Å):
Sn1 -1.21 0.24 -3.75  1.40
O1 -1.09 0.61 -1.11  -0.65
H1 -1.11 0.13 -0.27  0.18
C1 2.43 -0.16 -0.47  -0.70
N1 2.40 -1.08 -1.62  0.81
O2 3.40 -1.64 -1.94  -0.47
O3 1.35 -1.17 -2.26  -0.45
H2 2.69 -0.74 0.41  0.31
H3 1.54 0.44 -0.34  0.23
H4 3.24 0.58 -0.53  0.33
C2 -0.66 -2.41 0.53  0.02
Cl1 -2.16 -3.22 1.01  -0.15
Cl2 0.71 -3.53 0.63  -0.15
H5 -0.70 -2.04 -0.49  0.06
H6 -0.52 -1.55 1.17  0.24
C3 -2.08 2.97 1.72  0.02
Cl3 -0.70 3.70 2.60  -0.16
Cl4 -3.42 4.11 1.61  -0.14
H7 -1.71 2.62 0.76  0.02
H8 -2.39 2.13 2.33  0.25

The gap between HOMO and LUMO comes out at 5.19 eV. As for the spin multiplicity: 1. The value obtained for the HOMO energy is -13.01 eV. As for the molecular weight: 366.62 g/mol. As for the energy relative to the best compared isomer or geometry (same formula, charge and spin): 10.6 kcal/mol. For the largest force on an atom, the calculation gives 0.08801 hartree/bohr. As for the total charge: +1.

Entry 2:
The following is a quantum chemistry calculation of one molecule with the formula C3H8ClO2P at a distorted geometry, from the OMol25 dataset.

Last column: Mulliken charge in e.
Cartesian coordinates (Å):
C1 -0.04 -0.11 1.73  -0.85
C2 0.58 -1.84 -0.68  -0.58
C3 0.42 1.93 -0.59  -0.74
O1 -0.75 -1.30 -0.61  -0.33
O2 -0.84 1.26 -0.61  -0.36
P1 -1.05 -0.03 0.36  0.85
Cl1 -3.11 -0.02 0.23  -0.25
H1 -0.06 0.76 2.28  0.33
H2 0.26 -1.08 1.97  0.22
H3 0.78 -2.10 0.34  0.29
H4 1.17 -1.03 -1.01  0.28
H5 0.43 -2.59 -1.54  0.21
H6 1.13 1.33 -0.04  0.43
H7 0.41 2.87 -0.14  0.28
H8 0.68 1.95 -1.68  0.23

The gap between HOMO and LUMO comes out at 9.11 eV. As for the spin multiplicity: 1. The value obtained for the HOMO energy is -8.30 eV. As for the molecular weight: 142.52 g/mol. As for the SMILES: C=P(Cl)(OC)OC. As for the energy relative to the best compared isomer or geometry (same formula, charge and spin): 38.3 kcal/mol. For the largest force on an atom, the calculation gives 0.09254 hartree/bohr.

Entry 3:
The following is a quantum chemistry calculation of one molecule with the formula C3H8ClOPS at a distorted geometry, from the OMol25 dataset.

Last column: Mulliken charge in e.
Cartesian coordinates (Å):
C1 2.87 -0.20 -0.09  -1.17
C2 -2.86 0.47 0.05  -0.41
C3 1.39 -0.83 -0.34  -0.70
O1 -3.62 -0.42 0.86  -0.48
P1 0.10 0.38 0.32  0.13
S1 -1.44 -0.30 -0.80  -0.09
Cl1 0.58 2.04 -0.63  -0.21
H1 3.15 0.65 -0.74  0.38
H2 2.85 -0.12 1.00  0.38
H3 3.52 -1.03 -0.44  0.31
H4 -2.49 1.19 0.76  0.28
H5 -3.27 -0.24 1.76  0.33
H6 -3.46 1.06 -0.62  0.34
H7 1.28 -1.76 0.25  0.40
H8 1.41 -0.90 -1.32  0.50

The gap between HOMO and LUMO comes out at 9.79 eV. As for the spin multiplicity: 1. The value obtained for the HOMO energy is -8.99 eV. As for the molecular weight: 158.59 g/mol. As for the SMILES: CCP(Cl)SCO. As for the energy relative to the best compared isomer or geometry (same formula, charge and spin): 46.7 kcal/mol. For the largest force on an atom, the calculation gives 0.10852 hartree/bohr.

Entry 4:
The following is a quantum chemistry calculation of C3H8CsO as an isolated structure at a distorted geometry, from the OMol25 dataset.

Last column: Mulliken charge in e.
Cartesian coordinates (Å):
Cs1 11.53 24.59 2.29  1.00
C1 11.33 27.71 5.24  -1.09
C2 11.42 27.88 3.75  0.37
C3 12.17 26.68 3.04  -2.86
O1 10.09 27.82 3.26  -0.55
H1 12.21 28.23 5.62  0.32
H2 11.39 26.65 5.49  0.21
H3 10.45 28.20 5.66  0.42
H4 11.76 28.84 3.39  0.35
H5 12.14 26.76 1.95  0.21
H6 11.82 25.68 3.26  1.69
H7 13.23 26.85 3.24  0.62
H8 9.50 28.43 3.72  0.31

The gap between HOMO and LUMO comes out at 10.26 eV. As for the spin multiplicity: 1. The value obtained for the HOMO energy is -13.96 eV. As for the molecular weight: 193.00 g/mol. As for the energy relative to the best compared isomer or geometry (same formula, charge and spin): 158.4 kcal/mol. For the largest force on an atom, the calculation gives 0.36925 hartree/bohr. As for the total charge: +1.

Entry 5:
The following is a quantum chemistry calculation of a 2-piece molecular cluster, C3H8F2N2 overall at a distorted geometry, from the OMol25 dataset.

Last column: Mulliken charge in e.
Cartesian coordinates (Å):
C1 0.92 0.20 -1.40  -1.19
C2 -0.39 -0.03 0.71  -0.17
C3 1.05 -0.02 0.11  0.99
N1 -1.13 1.18 0.59  -0.52
N2 -1.06 -1.07 -0.02  -0.49
F1 1.92 0.86 0.61  -0.32
F2 1.50 -1.27 0.43  -0.31
H1 1.46 -0.58 -2.01  0.26
H2 1.24 1.17 -1.72  0.34
H3 -0.12 0.21 -1.61  0.38
H4 -0.06 -0.63 2.23  0.17
H5 -0.53 1.88 1.03  0.23
H6 -2.08 1.22 0.89  0.23
H7 -2.03 -1.07 0.09  0.18
H8 -0.69 -2.06 0.06  0.22

The gap between HOMO and LUMO comes out at 9.53 eV. As for the spin multiplicity: 1. The value obtained for the HOMO energy is -8.59 eV. As for the molecular weight: 110.11 g/mol. As for the energy relative to the best compared isomer or geometry (same formula, charge and spin): 51.6 kcal/mol. For the largest force on an atom, the calculation gives 0.07076 hartree/bohr.

Entry 6:
The following is a quantum chemistry calculation of C3H8F9O13PtS3 as an isolated structure at a distorted geometry, from the OMol25 dataset.

Last column: Mulliken charge in e.
Cartesian coordinates (Å):
Pt1 0.73 -0.02 -1.15  3.92
C1 2.90 0.03 2.81  0.56
F1 2.71 -0.05 4.13  -0.25
F2 2.68 1.27 2.41  -0.18
F3 4.22 -0.19 2.65  -0.27
S1 1.78 -1.38 1.99  0.89
O1 2.43 -2.68 2.20  -0.65
O2 0.42 -1.29 2.58  -0.56
O3 1.72 -0.92 0.59  -1.18
C2 -3.79 -1.51 -0.80  0.40
F4 -3.83 -1.83 -2.05  -0.21
F5 -4.16 -0.18 -0.71  -0.19
F6 -4.56 -2.35 -0.09  -0.19
S2 -2.05 -1.62 -0.08  0.93
O4 -1.20 -0.72 -0.89  -0.83
O5 -2.02 -1.22 1.32  -0.53
O6 -1.75 -3.07 -0.29  -0.73
C3 -2.37 2.63 0.94  0.48
F7 -2.92 1.79 0.02  -0.19
F8 -2.06 3.75 0.32  -0.23
F9 -3.30 2.78 1.95  -0.24
S3 -0.79 1.77 1.76  0.99
O7 -1.24 0.84 2.78  -0.62
O8 -0.13 1.05 0.68  -1.28
O9 0.02 2.86 2.32  -0.76
O10 0.81 -2.18 -1.73  -0.42
H1 0.60 -2.27 -2.66  0.21
H2 0.72 -3.06 -1.38  0.23
O11 2.79 -0.42 -2.15  -0.47
H3 3.35 -1.07 -1.73  0.28
H4 3.35 0.01 -2.80  0.21
O12 -0.08 0.81 -3.01  -0.61
H5 -1.03 0.69 -3.08  0.30
H6 0.23 0.80 -3.91  0.25
O13 1.77 1.98 -1.02  -0.48
H7 2.24 2.49 -1.68  0.18
H8 1.80 2.53 -0.23  0.24

The gap between HOMO and LUMO (spin up / spin down) comes out at 6.48 / 6.46 eV. As for the spin multiplicity: 3. The value obtained for the HOMO energy (spin up / spin down) is -5.61 / -5.60 eV. As for the molecular weight: 714.35 g/mol. As for the energy relative to the best compared isomer or geometry (same formula, charge and spin): 31.6 kcal/mol. For the largest force on an atom, the calculation gives 0.08410 hartree/bohr. As for the total charge: -1.